Molecular formula: C4H2O2
Method: DFT, ωB97M-V with the def2-TZVPD basis set

Values from the calculation:
largest force on an atom	1.12	eV/A
E_HOMO	-0.378	Ha
SMILES	O=CC1=C2O[C@@H]12
orbital gap	9.737	eV
relative energy (zero: lowest compared OMol25 entry of this formula, charge and spin)	278.6	kJ/mol
LUMO energy	-0.6	eV

Geometry (Å):
O (1.3007, -0.7212, 1.7958)
C (1.1159, 0.1523, 0.9844)
C (0.2216, 0.0217, -0.2237)
C (-0.3288, 1.1155, -0.8807)
H (1.6402, 1.1372, 1.1095)
O (-1.2971, 0.1242, -1.7583)
H (-1.6999, -1.2413, -0.2936)
C (-0.9526, -0.5883, -0.7334)

Löwdin population analysis, charges in e, atoms 1 to 4:
1 O 0.052
2 C -0.227
3 C -0.173
4 C 0.206

***

Molecular formula: C34H34BBaN14O2S
Method: DFT, ωB97M-V with the def2-TZVPD basis set

Values from the calculation:
2S+1	2
largest force on an atom	1.16	eV/A
E_HOMO (alpha / beta)	-0.262 / -0.261	Ha
orbital gap (alpha / beta)	7.137 / 4.363	eV
relative energy (zero: lowest compared OMol25 entry of this formula, charge and spin)	0.2	kJ/mol
LUMO energy (alpha / beta)	0.0 / -2.7	eV

Geometry (Å):
C (-6.3183, 2.1313, -2.6805)
C (-1.2783, 3.7646, 2.0494)
C (-1.2221, -2.9874, 2.9513)
C (0.0591, -5.2427, 2.0522)
H (2.4903, 3.8527, -2.9526)
H (-7.3747, 1.9574, -2.8425)
C (4.5347, 1.0983, 0.3582)
N (2.3196, 0.7849, 0.1432)
C (-4.3935, 2.0448, -1.2320)
H (0.3484, -1.1912, -6.7651)
H (-3.5771, 3.3283, -4.2632)
N (1.0064, -0.8951, -4.8265)
H (-1.0135, -6.3052, 3.5590)
H (-4.5020, 1.6583, 0.8696)
H (-3.4244, -5.2772, 0.7289)
C (1.5889, 3.2688, -2.9381)
C (-5.5408, 2.6665, -3.6968)
C (-0.2577, 2.1489, -3.3161)
N (-3.1010, 0.3605, -0.0424)
N (2.5927, 2.1016, 0.0271)
Ba (-0.1807, -0.2255, -0.5083)
H (0.5796, -6.1013, 1.6555)
H (-5.9883, 2.9114, -4.6516)
O (-0.1260, -1.7296, 1.4292)
H (3.7102, 6.8596, 1.5724)
H (-1.9721, 4.3601, 2.6162)
C (-0.8179, -5.3483, 3.0967)
C (-3.7130, -0.6313, 0.4845)
N (-0.1224, 2.2173, -1.9958)
H (-2.9897, 2.4123, 0.3299)
C (0.0595, -1.2566, -5.7245)
H (-1.1082, 1.6375, -3.7448)
H (-3.3492, -2.4000, -4.0430)
H (-6.3574, 1.3993, -0.6640)
H (-4.6237, -0.4654, 1.0773)
O (1.5680, -0.5774, -2.6450)
N (-0.5102, -1.3342, -3.0686)
C (-3.9216, -3.1122, 0.9564)
H (-0.1231, 5.1978, 0.7954)
C (0.7153, -0.9330, -3.4602)
N (2.6311, 5.3386, -1.1422)
C (-2.2941, -3.7522, -0.4228)
H (-2.1838, -4.2399, 4.3551)
C (-4.1883, 2.8979, -3.4791)
H (-2.5698, 2.7785, -2.0629)
C (2.3148, -0.3910, -5.2185)
N (1.0087, 2.9303, -1.7716)
H (0.9665, 2.8935, -5.0251)
S (1.3622, -3.8390, 0.1259)
H (-1.6063, -4.3319, -1.0262)
N (-2.6064, -2.0950, -3.4425)
N (2.1876, 4.5506, -0.1409)
C (3.2752, 6.3365, -0.5624)
C (-3.7408, 1.6641, 0.0763)
C (-3.2437, -4.2410, 0.4869)
H (-2.6822, -2.1633, -2.4204)
C (-3.3218, -2.0065, 0.3365)
H (-4.7461, -3.0752, 1.6546)
H (2.4108, 0.6551, -4.9300)
H (-1.9078, -1.9736, -6.0741)
N (-0.1633, 1.9957, 1.2190)
N (-2.3307, -2.4099, -0.5212)
H (3.5141, -0.8909, 0.4758)
B (1.5186, 3.1699, -0.3260)
C (-1.4689, -4.1935, 3.5466)
C (-1.1050, 2.3760, 2.0702)
N (-0.3412, -2.8763, 1.9275)
H (3.0924, -0.9560, -4.7096)
C (-0.3486, 4.2008, 1.1315)
H (4.3519, 3.2959, 0.0599)
H (3.7078, 7.1180, -1.1666)
C (-3.6207, 2.5915, -2.2523)
H (-1.6990, -2.0615, 3.2283)
C (-1.4351, -1.7102, -3.9392)
H (2.4250, -0.4971, -6.2954)
C (0.3178, -4.0013, 1.4320)
C (3.4799, 0.1806, 0.3490)
C (2.5884, 5.0369, 1.0590)
H (5.5838, 0.9085, 0.5005)
C (3.2751, 6.2041, 0.8385)
H (2.3482, 4.5269, 1.9773)
C (-1.1664, -1.6797, -5.3476)
H (-1.6452, 1.6351, 2.6397)
C (3.9217, 2.3122, 0.1416)
N (0.3173, 3.1275, 0.6578)
C (0.8090, 2.7759, -3.9667)
C (-5.7460, 1.8214, -1.4537)

Löwdin population analysis, charges in e, atoms 1 to 4:
1 C -0.093
2 C -0.065
3 C -0.012
4 C -0.085